Entry 1:
{"formula": "C22H36HgO3P2", "method": "ωB97M-V with the def2-TZVPD basis set", "energy_ev": -52284.4791, "lumo_ev": -2.739, "homo_energy_ev": -5.891, "elements": ["H", "H", "H", "H", "P", "C", "C", "P", "H", "H", "C", "H", "H", "H", "C", "C", "H", "O", "H", "C", "C", "C", "C", "C", "H", "H", "H", "H", "Hg", "C", "H", "C", "C", "C", "C", "C", "C", "C", "H", "C", "H", "H", "H", "H", "H", "C", "O", "H", "H", "H", "O", "H", "H", "H", "H", "H", "H", "H", "H", "C", "H", "H", "C", "H"], "xyz": [[-2.0040, -1.6899, -0.9774], [-2.1685, -1.4231, 1.9080], [1.9910, -0.6125, 0.2992], [-0.6772, -2.2079, -4.0202], [1.8954, 1.2261, -2.5133], [1.1757, 5.9278, 5.8968], [-1.1704, -3.4547, -0.0471], [-1.4903, 0.4911, 0.3786], [-3.0522, 1.9191, -0.3767], [-0.0672, 7.3818, 4.8708], [1.2019, 3.7012, 4.9418], [-3.3599, -1.0244, 0.6212], [-1.0165, 1.9019, -1.5343], [-0.2032, -5.1557, 0.7772], [-0.7379, -4.8910, -0.1518], [-1.0220, 0.7909, -1.5260], [0.3841, -0.7714, -2.2110], [-0.8696, 5.8698, 2.9244], [0.3990, -0.3479, 0.9782], [0.7960, -3.1428, -2.7733], [3.1236, -0.1383, -2.1847], [0.3214, 6.3724, 4.9084], [-0.0926, 5.4731, 3.8952], [-1.7548, -3.2909, -2.4874], [-1.3460, -3.0568, 0.9729], [3.1490, 1.5430, -4.5316], [-2.6375, -2.8321, -2.9715], [-0.2049, 0.4125, -3.4418], [0.9948, -2.7500, -0.5057], [0.1971, -5.2959, -1.3786], [4.1108, 0.3488, -2.1653], [-2.4535, 1.9875, 0.5540], [-1.5629, -2.6873, -1.1361], [0.3666, 4.1125, 3.9114], [1.1746, -4.2549, -1.9159], [-0.5392, -3.1363, -3.4425], [0.1432, 0.2945, -2.3968], [1.6227, 4.5974, 5.9353], [1.5122, 2.6584, 4.9448], [-0.1381, 3.1686, 2.8480], [-0.4004, -5.7053, -2.2088], [-0.5946, -3.9526, -4.1884], [-0.9111, 4.9378, 2.2086], [1.4775, -1.4783, 1.7988], [0.8206, -6.1305, -0.9979], [-2.6773, -0.6067, 1.3752], [-0.0342, 1.9430, 2.9424], [1.4933, 6.6251, 6.6621], [-1.7636, 2.8472, 0.5874], [2.2928, 4.2604, 6.7289], [-0.7150, 3.7780, 1.8345], [2.9802, -0.6597, -1.2323], [-3.1736, 0.0442, 2.1177], [3.1576, -0.8769, -2.9986], [2.1658, 0.0682, -4.6693], [1.4127, 1.6821, -4.8899], [-1.9671, 0.4114, -1.9514], [-1.6004, -5.5649, -0.1961], [-1.9932, -4.3652, -2.4177], [1.1716, -1.1324, 0.8105], [-3.0837, 1.9606, 1.4572], [2.2277, -4.5722, -1.9399], [2.1598, 1.1095, -4.3276], [1.5636, -2.6375, -3.3825]], "atomic_forces_ev_per_a": [[0.641, -0.528, 0.042], [0.009, 0.348, -0.293], [0.105, 0.074, 0.795], [0.263, -0.245, 0.282], [-1.075, -0.703, 0.603], [0.014, -0.333, 0.028], [-2.555, 1.058, -1.142], [3.101, 1.543, 2.454], [-0.434, 0.852, 0.482], [0.100, 0.027, 0.032], [0.104, 0.276, 0.303], [-0.625, -0.208, 0.827], [-0.303, -0.671, 0.173], [-0.202, 0.080, -0.344], [0.603, -0.657, -0.266], [-1.808, -0.416, 0.316], [-0.189, 0.410, -0.235], [-0.420, 0.295, -0.533], [-0.459, -0.805, -0.531], [1.160, -4.249, -0.827], [0.155, 0.020, 0.158], [-0.112, -0.689, -0.316], [0.412, -0.490, -0.112], [-0.219, -0.420, -0.708], [0.418, -0.180, -0.819], [-0.244, -0.103, -0.025], [0.468, -0.112, 0.253], [0.121, -0.340, 0.385], [1.412, 3.882, 1.909], [0.016, -0.654, 0.367], [-0.239, -0.196, 0.092], [-0.550, 0.137, -1.081], [-1.202, -1.429, 1.998], [-0.305, 0.557, 0.254], [-0.365, 0.321, -3.088], [-1.075, 1.064, 0.064], [1.130, -0.204, -0.158], [-0.029, -0.247, -0.265], [0.009, 0.149, 0.076], [-0.119, 0.158, -0.136], [0.149, 0.204, 0.280], [0.409, 0.185, 0.357], [0.278, 0.336, 0.641], [0.342, 0.104, -0.039], [-0.401, 0.386, -0.335], [-0.280, -0.796, -1.777], [0.118, 0.495, 0.011], [0.058, -0.016, 0.080], [-0.579, -0.331, -0.076], [-0.205, 0.124, -0.231], [0.453, -0.346, 0.465], [0.135, 0.285, -0.260], [0.310, -0.313, -0.691], [-0.126, 0.093, 0.162], [-0.096, 0.138, -0.069], [0.177, -0.079, 0.099], [0.247, 0.631, -0.776], [-0.039, 0.164, 0.067], [0.028, 0.456, 0.214], [1.476, -0.016, 0.473], [0.342, 0.176, -0.547], [-0.332, 0.524, 0.235], [-0.151, 0.258, -0.304], [-0.025, -0.039, 1.006]]}

Entry 2:
{"formula": "FN5O15Pt3", "method": "ωB97M-V with the def2-TZVPD basis set", "multiplicity": 7, "energy_ev": -50585.5066, "s2": 12.058, "lumo_ev": [-2.630, -5.074], "homo_energy_ev": [-9.160, -8.999], "elements": ["O", "Pt", "O", "N", "O", "O", "O", "O", "O", "Pt", "Pt", "O", "O", "F", "O", "N", "O", "N", "N", "O", "O", "O", "N", "O"], "xyz": [[-1.1635, -0.0920, 2.1770], [-2.5867, 0.8129, -1.4418], [0.9790, 2.4600, -1.0911], [4.3503, 0.5630, 1.1053], [3.4736, 1.2764, 0.6705], [-2.3894, -2.7545, 2.1152], [-1.8881, -2.5332, -0.0103], [-1.1619, 0.7961, 0.2102], [-0.4053, -1.0732, -4.2614], [1.7390, 2.5382, 0.9731], [-0.3672, -1.1517, 4.0037], [-0.9154, 2.3032, -2.1587], [5.4090, 0.2338, 0.4981], [-2.2202, -0.7115, 4.8597], [0.8195, 3.1138, -3.1420], [0.3252, 2.5124, -2.2102], [0.7011, 0.5196, 1.2121], [-0.9805, -0.7094, -3.2642], [-2.3088, -3.1546, 0.9412], [4.3915, 0.0533, 2.2300], [-0.4412, -0.6351, -2.1525], [-2.5996, -4.3611, 0.8250], [-0.5315, 0.3316, 1.2086], [-2.2289, -0.3380, -3.2977]], "atomic_forces_ev_per_a": [[0.521, -0.566, -0.543], [2.413, -0.828, -1.284], [-0.307, -0.811, -1.825], [0.704, -0.322, 0.672], [1.826, -0.970, -0.512], [-0.247, -0.179, -0.704], [-0.550, 0.219, 0.802], [-0.063, -0.056, 0.079], [-1.174, 0.176, 0.133], [-1.348, 0.210, -0.058], [-1.574, 0.581, 0.448], [-1.491, -0.874, -0.923], [-0.936, 0.481, -0.233], [1.474, -0.439, -0.511], [-0.354, -1.537, -0.082], [1.030, 3.270, 2.784], [0.061, -0.865, 0.701], [2.198, -0.169, 1.034], [1.180, -0.080, -0.414], [-0.439, 0.226, -0.121], [-0.203, -0.112, -0.360], [-0.412, 0.037, 0.361], [-0.876, 1.610, -0.064], [-1.431, 0.997, 0.621]]}